Below is the molecule C25H18N4O2S2 in a non-equilibrium geometry, with properties calculated with ωB97M-V/def2-TZVPD.

Computed properties:
Orbital gap in eV: 7.60
Maximum force in eV/A: 1.312
LUMO energy in eV: -0.74
Structure (SMILES): Cc1nc(-c2ccccc2)sc1-c1nc(-c2ccncc2)ncc1S(=O)(=O)c1ccccc1
E in eV: -57942.8739
HOMO in eV: -8.35
Molar mass in g/mol: 470.579

The geometry in XYZ format:
```
51
C25H18N4O2S2, DFT ωB97M-V/def2-TZVPD
C 0.71 1.70 -1.40
C 1.26 0.57 -0.60
C 0.54 -0.32 0.17
C -0.88 -0.41 0.43
N -1.43 -1.60 0.19
C -2.74 -1.75 0.39
N -3.55 -0.79 0.84
C -3.00 0.37 1.14
C -1.65 0.64 0.93
S -1.00 2.17 1.60
O 0.41 2.05 1.80
O -1.82 2.47 2.74
C -1.31 3.47 0.39
C -0.46 4.55 0.38
C -0.69 5.60 -0.49
C -1.78 5.56 -1.34
C -2.64 4.47 -1.33
C -2.41 3.42 -0.46
H -3.07 2.56 -0.44
H -3.49 4.44 -2.00
H -1.97 6.37 -2.02
H -0.03 6.45 -0.50
H 0.38 4.55 1.06
H -3.64 1.12 1.59
C -3.32 -3.06 0.11
C -2.52 -4.12 -0.32
C -3.12 -5.34 -0.56
N -4.42 -5.55 -0.41
C -5.17 -4.55 0.00
C -4.68 -3.29 0.28
H -5.32 -2.49 0.61
H -6.23 -4.78 0.11
H -2.54 -6.19 -0.90
H -1.46 -3.97 -0.45
S 1.60 -1.53 0.80
C 2.94 -0.71 0.02
N 2.58 0.32 -0.66
C 4.30 -1.17 0.15
C 4.61 -2.33 0.87
C 5.92 -2.75 0.98
C 6.94 -2.02 0.38
C 6.64 -0.88 -0.34
C 5.33 -0.45 -0.46
H 5.08 0.44 -1.01
H 7.43 -0.31 -0.82
H 7.96 -2.35 0.47
H 6.15 -3.64 1.54
H 3.82 -2.89 1.34
H 1.16 1.68 -2.39
H -0.38 1.62 -1.50
H 0.96 2.64 -0.93
```

Below is C15H12AlBBr4CaCl7F6KMgN2O7S as an isolated structure in a non-equilibrium geometry, with properties calculated with ωB97M-V/def2-TZVPD.

Computed properties:
Orbital gap in eV: 2.44
Maximum force in eV/A: 6.489
LUMO energy in eV: -4.60
E in eV: -475509.1295
HOMO in eV: -7.03
Molar mass in g/mol: 1187.385

The geometry in XYZ format:
```
59
C15H12AlBBr4CaCl7F6KMgN2O7S, DFT ωB97M-V/def2-TZVPD
O -1.22 -4.63 3.17
C -0.82 -4.44 1.97
O -0.63 -5.44 1.03
C -0.59 -2.90 1.57
C -1.84 -1.98 1.64
C -1.65 -0.46 1.28
C -0.22 0.09 0.89
C 0.04 1.66 0.56
C -0.79 2.50 1.68
C 0.09 3.73 2.31
Cl -0.95 4.41 3.71
C 1.03 -0.86 0.79
N 2.37 -0.47 0.41
S 3.24 -1.98 0.47
N 2.09 -3.13 0.99
C 0.84 -2.41 1.14
H -2.88 -2.32 1.95
H -2.53 0.28 1.30
H 1.17 1.89 0.73
H -0.25 1.94 -0.51
H -1.75 2.86 1.19
H -1.06 1.85 2.60
H 0.38 4.53 1.53
H 1.00 3.21 2.83
C -0.03 -4.17 -2.56
Cl 0.65 -3.35 -1.14
Cl 0.36 -3.24 -4.02
Cl 0.68 -5.80 -2.69
Cl -1.79 -4.30 -2.39
Mg -3.10 3.55 4.55
O -1.54 2.74 7.13
H -1.32 2.10 7.82
Ca 2.60 -1.49 -2.23
C 5.44 0.52 -5.72
Br 6.95 -0.33 -4.85
Br 4.87 -0.44 -7.29
Br 3.95 0.79 -4.49
H 5.76 1.51 -6.04
F 1.56 -0.73 -6.97
Al 0.82 -0.47 -8.57
F -0.92 -0.82 -8.48
F 1.58 -1.56 -9.75
F 1.07 1.21 -9.08
B -8.08 2.14 8.06
O -7.13 2.35 9.16
C -5.91 2.14 8.68
O -4.89 2.23 9.33
C -6.00 1.77 7.26
O -5.07 1.51 6.53
O -7.27 1.77 6.88
F -8.81 3.34 7.79
F -8.98 1.08 8.39
C 7.24 -1.88 -9.70
Cl 6.29 -2.31 -11.12
Cl 8.89 -1.42 -10.14
H 6.76 -1.04 -9.20
H 7.28 -2.73 -9.02
K 2.57 4.51 2.46
Br 0.44 2.94 6.19
```

Below is the molecule C5H8N2S in a non-equilibrium geometry, with properties calculated with ωB97M-V/def2-TZVPD.

Computed properties:
Orbital gap in eV: 9.99
Maximum force in eV/A: 2.375
LUMO energy in eV: 0.78
Energy above the lowest of the compared OMol25 structures with the same formula, charge and spin in kcal per mole: 19.30
Structure (SMILES): SCCc1ccn[nH]1
E in eV: -19129.5843
HOMO in eV: -9.21
Molar mass in g/mol: 128.200

The geometry in XYZ format:
```
16
C5H8N2S, DFT ωB97M-V/def2-TZVPD
C 1.70 0.91 -0.32
C 0.53 1.29 0.58
C -0.76 0.58 0.25
C -1.93 0.95 -0.34
C -2.70 -0.23 -0.38
H 1.58 -1.38 -0.95
H 2.57 1.60 -0.21
H 1.43 1.04 -1.46
H 0.40 2.39 0.46
H 0.76 1.10 1.65
H -2.20 1.92 -0.78
H -3.71 -0.34 -0.74
H -0.19 -1.31 0.88
N -2.05 -1.29 0.12
N -0.88 -0.72 0.49
S 2.43 -0.75 -0.11
```

Below is the molecule C3H4FNO in a non-equilibrium geometry, with properties calculated with ωB97M-V/def2-TZVPD.

Computed properties:
Orbital gap (alpha / beta) in eV: 6.04 / 8.42
Maximum force in eV/A: 7.952
Multiplicity: 3
LUMO energy (alpha / beta) in eV: 0.79 / -2.57
Energy above the lowest of the compared OMol25 structures with the same formula, charge and spin in kcal per mole: 6.96
E in eV: -9424.6174
HOMO (alpha / beta) in eV: -5.25 / -10.99
Molar mass in g/mol: 89.069

The geometry in XYZ format:
```
10
C3H4FNO, DFT ωB97M-V/def2-TZVPD
C -2.94 0.05 -0.38
C -0.35 -0.99 -0.04
C 0.82 -0.21 0.41
N -1.50 -0.46 -0.21
O -3.71 0.24 0.48
F -0.20 -2.28 0.04
H -3.09 0.06 -1.51
H 0.40 0.84 0.64
H 1.48 -0.15 -0.43
H 1.20 -0.46 1.31
```

Below is C29H27BeGeNO3S3 as an isolated structure, with properties calculated with ωB97M-V/def2-TZVPD.

Computed properties:
Orbital gap in eV: 8.39
Maximum force in eV/A: 0.658
LUMO energy in eV: -0.09
Energy above the lowest of the compared OMol25 structures with the same formula, charge and spin in kcal per mole: 0.00
E in eV: -127571.1432
HOMO in eV: -8.48
Molar mass in g/mol: 615.362

The geometry in XYZ format:
```
65
C29H27BeGeNO3S3, DFT ωB97M-V/def2-TZVPD
Be 0.51 0.66 0.37
C 4.99 1.53 -4.77
C 4.08 0.33 -4.43
C 2.66 0.67 -4.88
C 4.56 -0.90 -5.20
C 4.15 0.07 -2.93
C 5.39 -0.30 -2.35
C 5.53 -0.53 -1.00
C 4.40 -0.39 -0.20
S 4.24 -0.60 1.52
C 2.57 -0.21 1.41
N 2.16 0.06 0.19
C 3.18 -0.04 -0.74
C 3.05 0.19 -2.11
C 1.59 -0.17 2.50
C 1.89 -0.46 3.82
C 0.87 -0.43 4.75
C -0.43 -0.13 4.34
C -0.70 0.17 3.01
C 0.30 0.17 2.04
H 4.96 1.73 -5.84
H 6.02 1.33 -4.50
H 4.66 2.42 -4.24
H 2.65 0.83 -5.96
H 2.28 1.57 -4.41
H 1.96 -0.15 -4.67
H 4.49 -0.72 -6.28
H 3.94 -1.77 -4.97
H 5.59 -1.15 -4.97
H 6.26 -0.39 -2.98
H 6.49 -0.80 -0.59
H 2.09 0.49 -2.51
H 2.90 -0.69 4.13
H 1.07 -0.65 5.79
H -1.23 -0.13 5.07
H -1.72 0.40 2.74
O -1.36 3.09 -1.38
S -0.14 2.34 -1.37
O 0.49 2.27 0.01
O 0.82 2.57 -2.41
S -0.67 0.26 -1.43
Ge -2.80 0.49 -0.60
C -3.16 -1.31 0.02
C -2.79 -2.44 -0.71
C -3.03 -3.71 -0.22
C -3.65 -3.87 1.02
C -4.02 -2.75 1.75
C -3.77 -1.48 1.26
C -3.88 1.04 -2.09
C -4.60 2.23 -2.06
C -5.37 2.61 -3.14
C -5.43 1.81 -4.27
C -4.71 0.62 -4.32
C -3.94 0.24 -3.23
H -2.78 1.43 0.59
H -2.30 -2.34 -1.68
H -2.74 -4.58 -0.79
H -3.84 -4.86 1.41
H -4.50 -2.87 2.72
H -4.05 -0.62 1.85
H -4.54 2.87 -1.19
H -5.92 3.54 -3.11
H -6.02 2.12 -5.12
H -4.75 0.00 -5.20
H -3.38 -0.69 -3.28
```

Below is the molecule C25H28N4O4S in a non-equilibrium geometry, with properties calculated with ωB97M-V/def2-TZVPD.

Computed properties:
Orbital gap in eV: 7.48
Maximum force in eV/A: 1.311
LUMO energy in eV: 0.18
Energy above the lowest of the compared OMol25 structures with the same formula, charge and spin in kcal per mole: 34.30
Structure (SMILES): Cc1ccc(NC(=S)N(CCN2CCOCC2)Cc2cc3cc4c(cc3[nH]c2=O)OCO4)cc1
E in eV: -51365.3153
HOMO in eV: -7.30
Molar mass in g/mol: 480.590

The geometry in XYZ format:
```
62
C25H28N4O4S, DFT ωB97M-V/def2-TZVPD
C 5.41 -5.09 -3.52
C 4.28 -4.38 -2.83
C 2.96 -4.69 -3.13
C 1.92 -4.05 -2.48
C 2.18 -3.08 -1.51
C 3.50 -2.75 -1.23
C 4.53 -3.40 -1.88
H 5.55 -3.14 -1.64
H 3.72 -1.99 -0.50
N 1.08 -2.44 -0.93
C 0.96 -1.99 0.34
N -0.20 -1.35 0.65
C -1.35 -1.30 -0.24
H -2.18 -0.93 0.35
H -1.60 -2.32 -0.57
C -1.15 -0.40 -1.47
N -0.75 -1.17 -2.64
C -1.88 -1.72 -3.37
C -1.36 -2.60 -4.51
H -2.19 -2.97 -5.11
O -0.52 -1.88 -5.38
C 0.57 -1.33 -4.68
C 0.10 -0.41 -3.55
H 0.97 -0.04 -3.00
H -0.44 0.44 -3.98
H 1.15 -0.77 -5.41
H 1.19 -2.14 -4.26
H -0.81 -3.45 -4.09
H -2.49 -2.32 -2.70
H -2.50 -0.91 -3.80
H -0.36 0.31 -1.24
H -2.07 0.17 -1.67
C -0.37 -0.79 1.97
C -0.69 0.68 1.98
C -1.61 1.18 2.85
C -1.87 2.57 2.97
C -1.12 3.45 2.16
N -0.22 2.91 1.29
C 0.06 1.57 1.11
O 0.86 1.25 0.26
H 0.32 3.54 0.71
C -1.30 4.84 2.24
C -2.22 5.31 3.13
C -2.98 4.44 3.94
C -2.82 3.08 3.88
H -3.39 2.42 4.51
O -3.82 5.18 4.72
C -3.58 6.53 4.40
O -2.58 6.59 3.39
H -3.23 7.07 5.29
H -4.50 6.99 4.02
H -0.72 5.52 1.62
H -2.16 0.51 3.49
H -1.14 -1.34 2.52
H 0.59 -0.95 2.48
S 2.11 -2.28 1.51
H 0.32 -2.24 -1.58
H 0.90 -4.31 -2.70
H 2.73 -5.44 -3.87
H 5.73 -5.94 -2.91
H 6.26 -4.43 -3.65
H 5.10 -5.48 -4.49
```

Below is an isolated ion of composition C21H34ClF9IN4OS and charge +1 in a non-equilibrium geometry, with properties calculated with ωB97M-V/def2-TZVPD.

Computed properties:
Charge: +1
Orbital gap in eV: 9.06
Maximum force in eV/A: 1.573
LUMO energy in eV: -3.05
Structure (SMILES): C=CCN(Cl)C1=[N+]([C@@H](I)CC)[C@@H](COCC)[C@@](CCC(F)(F)C(F)(F)S(F)(F)(F)(F)F)(NCC)N1CC=C
E in eV: -86240.6491
HOMO in eV: -12.11
Molar mass in g/mol: 723.936

The geometry in XYZ format:
```
72
C21H34ClF9IN4OS, DFT ωB97M-V/def2-TZVPD
C -3.25 1.74 -3.88
C -2.30 1.29 -3.03
C -2.67 0.22 -2.04
N -1.89 0.20 -0.81
C -2.34 0.11 0.44
N -3.43 -0.39 0.97
Cl -4.64 -1.06 -0.02
C -3.68 -0.47 2.42
C -3.16 -1.78 2.95
C -3.45 -2.27 4.16
N -1.34 0.53 1.33
C -1.50 1.85 1.92
I -0.66 1.75 3.94
C -0.84 3.02 1.23
C -1.41 3.34 -0.17
C -0.09 0.18 0.65
C 0.76 -0.77 1.52
O 1.89 -0.03 1.92
C 2.69 -0.72 2.86
C 3.63 -1.75 2.20
C -0.53 -0.46 -0.72
C 0.40 0.02 -1.82
C 1.87 -0.30 -1.56
C 2.79 0.52 -2.48
F 2.07 0.92 -3.58
F 3.81 -0.21 -2.96
C 3.27 1.86 -1.84
F 2.23 2.41 -1.15
F 3.57 2.73 -2.83
S 4.79 1.74 -0.72
F 5.67 1.41 -1.97
F 4.51 0.20 -0.45
F 3.92 2.08 0.57
F 5.05 3.29 -0.92
F 6.07 1.64 0.19
N -0.81 -1.88 -0.64
C -0.16 -2.81 -1.57
C -0.79 -4.19 -1.36
H -3.01 2.07 -4.88
H -4.29 1.73 -3.58
H -1.30 1.70 -3.08
H -2.54 -0.73 -2.57
H -3.73 0.32 -1.88
H -4.76 -0.44 2.55
H -3.27 0.39 2.94
H -2.54 -2.36 2.28
H -2.90 -3.13 4.51
H -4.23 -1.84 4.78
H -2.55 2.07 2.09
H -1.00 3.89 1.87
H 0.24 2.91 1.16
H -2.42 2.97 -0.27
H -1.38 4.42 -0.31
H -0.75 2.93 -0.93
H 0.61 0.99 0.47
H 1.05 -1.66 0.95
H 0.21 -1.10 2.40
H 3.29 0.01 3.40
H 2.08 -1.23 3.61
H 4.67 -1.46 2.30
H 3.49 -2.74 2.63
H 3.37 -1.83 1.15
H 0.05 -0.33 -2.78
H 0.28 1.10 -1.85
H 2.16 -0.06 -0.55
H 2.12 -1.33 -1.77
H -0.75 -2.23 0.31
H -0.29 -2.52 -2.60
H 0.89 -2.92 -1.30
H -0.50 -4.58 -0.38
H -0.48 -4.89 -2.13
H -1.87 -4.08 -1.33
```

Below is C25H44CeOP2 as an isolated structure in a non-equilibrium geometry, with properties calculated with ωB97M-V/def2-TZVPD.

Computed properties:
Charge: +2
Orbital gap (alpha / beta) in eV: 6.30 / 6.29
Maximum force in eV/A: 2.585
LUMO energy (alpha / beta) in eV: -7.16 / -7.17
E in eV: -60176.0206
HOMO (alpha / beta) in eV: -13.46 / -13.46
Molar mass in g/mol: 562.690

The geometry in XYZ format:
```
73
C25H44CeOP2, DFT ωB97M-V/def2-TZVPD
Ce -0.08 0.05 2.37
C -0.86 -2.22 3.32
C 0.45 -2.52 2.82
C 0.68 -0.97 4.54
C -0.73 -1.27 4.39
C 1.40 -1.74 3.56
C -2.13 -2.73 2.73
H -1.98 -3.08 1.70
H -2.92 -1.98 2.72
H -2.50 -3.59 3.31
C -1.86 -0.51 4.97
H -2.81 -0.79 4.50
H -1.72 0.58 4.86
H -1.96 -0.72 6.04
C 1.28 0.13 5.32
H 1.45 -0.16 6.37
H 0.63 1.03 5.35
H 2.26 0.42 4.93
C 2.86 -1.69 3.28
H 3.40 -2.34 3.98
H 3.27 -0.68 3.39
H 3.08 -2.04 2.27
C 0.78 -3.45 1.72
H 1.03 -4.44 2.13
H 1.64 -3.12 1.13
H -0.06 -3.60 1.03
C -1.73 1.21 -4.67
C -1.81 -0.13 -4.66
C -0.99 -1.08 -5.48
C 0.37 -0.55 -6.00
C 1.31 -0.07 -4.93
C 1.39 1.13 -4.36
C 0.57 2.35 -4.72
C -0.77 2.08 -5.43
H -1.58 -1.40 -6.36
H 0.20 0.19 -6.78
H -0.80 -2.00 -4.90
H -0.58 1.72 -6.45
H -2.47 1.77 -4.08
H -2.63 -0.60 -4.09
H -1.26 3.06 -5.54
H 0.37 2.94 -3.81
H 2.19 1.32 -3.63
H 1.18 3.00 -5.37
H 0.86 -1.40 -6.49
H 2.05 -0.83 -4.62
P -1.33 0.04 -0.18
C -2.89 0.98 -0.12
C -1.50 -1.35 -1.32
P 1.66 0.66 0.19
C 0.13 1.04 -0.87
C 2.61 -0.50 -0.84
C 2.68 2.13 0.51
H -2.84 1.76 0.66
H -3.69 0.27 0.15
H -3.13 1.43 -1.09
H -1.62 -1.07 -2.38
H -2.39 -1.92 -1.01
H -0.61 -1.99 -1.23
H 2.98 2.65 -0.41
H 3.59 1.79 1.03
H 2.15 2.83 1.18
H -0.10 2.12 -0.79
H 0.30 0.80 -1.93
H 3.57 -0.69 -0.33
H 2.81 -0.14 -1.85
H 2.05 -1.44 -0.91
C -0.88 3.37 3.95
C -0.60 2.55 2.74
O -0.54 2.82 1.55
H -1.91 3.79 4.00
H -0.14 4.17 4.16
H -0.80 2.62 4.76
```

Below is a 2-piece molecular cluster, H3OS2 overall, with properties calculated with ωB97M-V/def2-TZVPD.

Computed properties:
Charge: -1
Orbital gap in eV: 6.29
Maximum force in eV/A: 0.851
LUMO energy in eV: 3.73
Energy above the lowest of the compared OMol25 structures with the same formula, charge and spin in kcal per mole: 5.44
E in eV: -23768.0252
HOMO in eV: -2.56
Molar mass in g/mol: 83.157

The geometry in XYZ format:
```
6
H3OS2, DFT ωB97M-V/def2-TZVPD
O -0.26 -1.94 -1.69
H -0.27 -1.80 -0.75
S 0.42 0.29 1.49
S -0.21 0.84 -0.44
H -0.12 -1.01 -1.96
H -1.48 1.32 -0.32
```

Below is the molecule FNO3S in a non-equilibrium geometry, with properties calculated with ωB97M-V/def2-TZVPD.

Computed properties:
Orbital gap in eV: 8.57
Maximum force in eV/A: 3.366
LUMO energy in eV: -2.34
Energy above the lowest of the compared OMol25 structures with the same formula, charge and spin in kcal per mole: 97.50
E in eV: -21177.5497
HOMO in eV: -10.91
Molar mass in g/mol: 113.069

The geometry in XYZ format:
```
6
FNO3S, DFT ωB97M-V/def2-TZVPD
N -0.43 0.33 0.97
O 1.02 -1.30 -0.36
O -1.51 0.21 0.37
O -1.71 -0.18 -0.85
F 1.41 1.11 -0.61
S 1.22 -0.16 0.48
```

Below is C5H8O2 as an isolated structure, with properties calculated with ωB97M-V/def2-TZVPD.

Computed properties:
Orbital gap in eV: 9.84
Maximum force in eV/A: 0.627
LUMO energy in eV: 0.75
Energy above the lowest of the compared OMol25 structures with the same formula, charge and spin in kcal per mole: 59.76
E in eV: -9407.2407
HOMO in eV: -9.09
Molar mass in g/mol: 100.117

The geometry in XYZ format:
```
15
C5H8O2, DFT ωB97M-V/def2-TZVPD
C -0.75 1.80 -0.50
C -0.40 0.34 -0.33
C 0.86 -0.43 -0.75
C 0.48 -0.27 0.70
O 1.26 0.34 1.66
C -0.67 -1.23 0.95
O -1.43 -0.63 -0.13
H -1.34 2.00 -1.40
H 0.14 2.43 -0.52
H -1.35 2.14 0.36
H 0.85 -1.44 -1.15
H 1.66 0.19 -1.15
H 2.15 -0.02 1.57
H -0.42 -2.30 0.86
H -1.22 -1.08 1.87
```